(1)
The following is a quantum chemistry calculation of 8 unconnected molecules or ions with the total composition C55H110N6O11 in a non-equilibrium geometry, from OMol25.

HOMO-LUMO gap (spin up / spin down): 2.671 / 3.348 eV
calculated total energy: -3316.172868 hartree
LUMO energy (spin up / spin down): -9.9 / -9.9 eV
molecular weight: 1031.52 g mol⁻¹

Geometry as ORCA input:
```
! wB97M-V def2-TZVPD RIJCOSX def2/J DEFGRID3
* xyz 3 2
C 1.518 -2.713 8.503
C 1.996 -1.386 7.973
C 2.798 -1.705 6.608
C 2.017 -1.926 5.365
C 1.115 -0.722 5.100
C 0.180 -0.275 6.217
N 0.745 -0.625 7.575
O -0.230 -0.474 8.530
C -1.183 -1.044 5.947
C -0.043 1.293 6.239
C 2.915 -0.439 8.871
H 0.685 -2.713 9.207
H 2.220 -3.228 9.158
H 1.146 -3.292 7.658
H 3.486 -2.539 6.747
H 3.454 -0.880 6.331
H 1.563 -2.908 5.496
H 2.732 -1.997 4.545
H 0.468 -0.818 4.228
H 1.714 0.112 4.734
H -1.016 -2.089 6.208
H -1.670 -0.804 5.001
H -1.925 -0.753 6.690
H 0.895 1.686 6.631
H -0.730 1.631 7.015
H -0.416 1.841 5.374
H 3.980 -0.668 8.834
H 2.634 -0.283 9.912
H 2.852 0.552 8.421
C 0.651 7.649 -6.728
C 0.880 7.179 -5.267
C -0.463 7.212 -4.519
C -0.536 6.525 -3.085
C -0.140 5.060 -3.243
C 1.261 4.820 -3.909
N 1.452 5.700 -5.148
O 2.562 5.508 -5.970
C 1.316 3.281 -4.176
C 2.348 5.116 -2.722
C 1.728 8.181 -4.454
H 0.073 8.573 -6.691
H 0.110 7.009 -7.425
H 1.568 7.904 -7.260
H -1.282 6.719 -5.044
H -0.891 8.207 -4.398
H -1.423 6.645 -2.463
H 0.290 6.907 -2.485
H -0.903 4.696 -3.931
H -0.229 4.445 -2.347
H 2.318 2.925 -4.414
H 0.672 2.923 -4.980
H 0.941 2.784 -3.281
H 3.330 4.649 -2.804
H 2.036 4.672 -1.777
H 2.438 6.189 -2.549
H 1.237 9.140 -4.618
H 2.742 8.326 -4.827
H 1.795 8.014 -3.379
C -5.715 2.838 1.964
C -4.832 4.004 1.455
C -3.385 3.450 1.079
C -2.630 4.052 -0.103
C -3.539 4.491 -1.219
C -4.860 5.298 -0.984
N -5.587 4.603 0.218
O -6.883 4.952 0.526
C -5.816 5.220 -2.140
C -4.482 6.768 -0.610
C -4.622 5.074 2.536
H -6.647 3.197 2.401
H -5.202 2.288 2.753
H -5.981 2.058 1.251
H -3.522 2.388 0.877
H -2.758 3.421 1.970
H -1.926 3.285 -0.425
H -2.083 4.914 0.276
H -3.865 3.661 -1.846
H -2.984 4.972 -2.024
H -5.497 5.673 -3.078
H -6.743 5.648 -1.758
H -5.989 4.183 -2.427
H -5.267 7.283 -0.056
H -4.067 7.368 -1.420
H -3.745 6.633 0.181
H -5.301 5.925 2.492
H -3.638 5.542 2.514
H -4.704 4.726 3.566
C 0.152 -3.327 0.456
C -0.003 -4.273 1.710
C -1.423 -4.949 1.659
C -1.570 -6.232 2.490
C -0.551 -7.355 2.200
C 0.903 -6.821 2.314
N 1.038 -5.414 1.673
O 2.067 -5.269 0.671
C 1.816 -7.846 1.638
C 1.302 -6.871 3.859
C 0.185 -3.398 2.977
H -0.714 -2.760 0.114
H 0.415 -3.900 -0.433
H 0.842 -2.498 0.617
H -1.485 -5.340 0.643
H -2.212 -4.198 1.701
H -2.596 -6.578 2.366
H -1.433 -6.004 3.548
H -0.758 -7.681 1.181
H -0.698 -8.263 2.784
H 1.740 -8.802 2.156
H 2.874 -7.590 1.682
H 1.425 -8.204 0.685
H 0.780 -6.135 4.471
H 2.348 -6.752 4.142
H 1.055 -7.723 4.492
H -0.020 -3.896 3.925
H -0.226 -2.389 2.957
H 1.260 -3.239 2.899
C -2.318 -2.257 -3.257
C -2.653 -0.795 -3.006
C -2.375 -0.062 -4.308
C -3.138 -0.395 -5.627
C -4.403 -1.123 -5.257
C -5.088 -0.601 -4.035
N -4.142 -0.582 -2.835
O -4.616 -0.217 -1.545
C -6.320 -1.437 -3.575
C -5.534 0.883 -4.244
C -1.960 -0.096 -1.849
H -2.696 -3.097 -2.674
H -1.383 -2.467 -2.739
H -2.176 -2.457 -4.319
H -1.295 -0.157 -4.422
H -2.485 1.021 -4.263
H -2.543 -1.124 -6.177
H -3.374 0.465 -6.253
H -4.295 -2.204 -5.167
H -5.101 -1.111 -6.095
H -6.061 -2.364 -3.065
H -6.816 -1.608 -4.531
H -7.092 -0.891 -3.033
H -4.763 1.558 -4.615
H -5.995 1.282 -3.340
H -6.099 0.865 -5.176
H -0.888 -0.272 -1.942
H -2.260 -0.409 -0.848
H -2.116 0.982 -1.806
C 8.560 -6.220 -1.503
C 8.015 -4.755 -1.479
C 6.537 -4.765 -1.065
N 5.870 -3.372 -0.710
C 6.291 -2.364 -1.801
C 4.384 -3.459 -0.598
C 3.909 -2.332 0.267
C 5.117 -1.884 0.977
C 6.147 -3.027 0.713
H 9.649 -6.238 -1.541
H 8.063 -6.811 -2.272
H 8.265 -6.745 -0.594
H 7.962 -4.311 -2.473
H 8.618 -4.065 -0.889
H 6.311 -5.438 -0.237
H 5.753 -5.019 -1.778
H 5.713 -1.447 -1.685
H 6.102 -2.802 -2.781
H 7.347 -2.098 -1.759
H 4.050 -3.604 -1.626
H 4.200 -4.361 -0.013
H 3.382 -1.583 -0.324
H 3.244 -2.683 1.056
H 5.507 -0.965 0.539
H 4.888 -1.824 2.041
H 7.153 -2.627 0.844
H 5.893 -3.829 1.406
O 1.451 -0.281 -3.523
C 1.372 -1.580 -3.854
O 1.215 -2.450 -2.972
O 1.450 -1.935 -5.044
H 1.379 -0.321 -2.567
O -0.184 1.622 0.065
C 0.502 0.558 0.311
O 0.267 -0.061 1.389
O 1.326 0.168 -0.497
H 0.257 1.583 -0.786
*
```

Atom charges from the Löwdin analysis, given in e for atoms 1 to 4: C -0.010; C -0.369; C -0.136; C -0.191



(2)
The following is a quantum chemistry calculation of 2 unconnected molecules or ions with the total composition C7H10F2NOP in a non-equilibrium geometry, from OMol25.

HOMO-LUMO gap (spin up / spin down): 9.305 / 7.279 eV
energy relative to the best compared isomer or geometry (same formula, charge and spin): 0.0 kcal/mol
calculated total energy: -943.537017 hartree
LUMO energy (spin up / spin down): -0.3 / -1.2 eV
molecular weight: 193.13 g mol⁻¹

Geometry as ORCA input:
```
! wB97M-V def2-TZVPD RIJCOSX def2/J DEFGRID3
* xyz 0 1
C -0.445 0.371 0.157
C -1.678 -0.298 0.358
C -0.686 1.647 -0.224
C 0.104 2.729 -0.746
C -1.411 -2.781 0.304
C -2.094 -1.534 0.976
C 3.109 -0.085 0.501
N -2.621 0.608 0.088
O -2.014 1.805 -0.244
F 2.668 0.863 1.390
F 4.133 -0.733 1.020
P 3.277 0.633 -1.186
H -0.495 3.253 -1.591
H 0.426 3.354 0.136
H 1.081 2.462 -1.261
H -0.373 -2.921 0.597
H -1.425 -2.754 -0.723
H -2.076 -3.676 0.445
H -1.779 -1.352 2.032
H -3.253 -1.564 1.041
H 3.667 -0.510 -1.581
H 1.885 0.484 -1.487
*
```

Atom charges from the Löwdin analysis, given in e for atoms 1 to 4: C 0.167; C -0.352; C -0.401; C -0.039



(3)
The following is a quantum chemistry calculation of a molecular structure, C23H17AuN3O4P in a non-equilibrium geometry, from OMol25.

HOMO-LUMO gap (spin up / spin down): 4.789 / 4.786 eV
energy relative to the best compared isomer or geometry (same formula, charge and spin): 77.4 kcal/mol
calculated total energy: -1828.663880 hartree
LUMO energy (spin up / spin down): -2.8 / -2.9 eV
molecular weight: 627.35 g mol⁻¹

Geometry as ORCA input:
```
! wB97M-V def2-TZVPD RIJCOSX def2/J DEFGRID3
* xyz 0 1
Au -0.203 -0.573 -0.197
O 1.953 1.941 1.983
C 1.274 2.342 1.089
O 1.431 1.992 -0.198
C 0.183 3.372 1.168
C 0.248 4.393 2.079
C -0.794 5.491 2.080
C -2.151 4.894 1.899
C -2.312 3.776 1.194
C -1.221 3.024 0.551
P -1.495 1.388 -0.310
C -2.209 1.926 -1.892
C -1.596 1.505 -3.069
C -2.086 1.924 -4.297
C -3.178 2.779 -4.353
C -3.790 3.206 -3.182
C -3.310 2.777 -1.953
C -2.997 0.779 0.580
C -3.984 0.079 -0.114
C -5.044 -0.505 0.565
C -5.125 -0.407 1.947
C -4.140 0.272 2.650
C -3.076 0.849 1.971
H 1.162 4.510 2.650
H -0.737 6.159 2.931
H -2.990 5.366 2.393
H -3.295 3.330 1.125
H -0.728 0.860 -3.007
H -1.606 1.594 -5.208
H -3.546 3.124 -5.310
H -4.638 3.877 -3.222
H -3.801 3.108 -1.046
H -3.920 -0.009 -1.192
H -5.806 -1.043 0.016
H -5.949 -0.867 2.476
H -4.199 0.346 3.729
H -2.298 1.357 2.532
N -0.324 6.295 0.902
C -0.380 5.726 -0.160
N -0.340 4.866 -1.023
C -0.177 3.608 -0.447
N 0.457 2.590 -1.093
C 2.839 -1.358 0.004
O 2.070 -2.553 0.059
C 0.713 -2.433 -0.016
O 0.057 -3.441 0.040
H 3.878 -1.673 -0.026
H 2.671 -0.737 0.887
H 2.606 -0.776 -0.890
*
```

Atom charges from the Löwdin analysis, given in e for atoms 1 to 4: Au 0.729; O 0.155; C -0.466; O -0.029



(4)
The following is a quantum chemistry calculation of a single CH3ClN2O2 molecule in a non-equilibrium geometry, from OMol25.

HOMO-LUMO gap: 10.027 eV
energy relative to the best compared isomer or geometry (same formula, charge and spin): 15.3 kcal/mol
calculated total energy: -759.987004 hartree
SMILES: NNOC(=O)Cl
LUMO energy: 0.7 eV
molecular weight: 110.50 g mol⁻¹

Geometry as ORCA input:
```
! wB97M-V def2-TZVPD RIJCOSX def2/J DEFGRID3
* xyz 0 1
N 0.383 0.007 -0.116
N -0.360 -0.121 0.962
O -1.797 0.378 0.953
C -2.718 -0.351 0.032
O -2.388 -1.267 -0.643
Cl -4.148 0.496 -0.055
H 0.382 -0.619 -0.831
H 0.615 1.011 -0.328
H -0.232 -1.015 1.497
*
```

Atom charges from the Löwdin analysis, given in e for atoms 1 to 4: N 0.004; N -0.131; O -0.136; C -0.933